# C44H96N5O3

5 unconnected molecules or ions with the total composition C44H96N5O3 at a distorted geometry (ωB97M-V/def2-TZVPD, OMol25).

## Properties
HOMO (spin up / spin down), eV: -18.39 / -18.39
LUMO level (spin up / spin down), eV: -9.366 / -13.912
Spin multiplicity: 2
Charge: +4
Electronic energy, a.u.: -2231.93657

XYZ file:
```
148
C44H96N5O3 (ωB97M-V/def2-TZVPD)
N 25.739 8.571 -24.803
O 24.848 7.847 -24.366
O 26.660 8.814 -24.181
O 25.600 9.112 -25.881
C 34.616 6.961 -19.405
C 33.788 7.233 -20.693
C 32.670 6.193 -20.977
C 31.829 6.572 -22.168
N 30.723 5.502 -22.576
C 30.236 5.859 -24.033
C 29.185 6.886 -23.789
C 28.760 6.896 -22.345
C 29.445 5.701 -21.722
C 31.284 3.979 -22.547
C 32.318 3.519 -23.632
C 32.930 2.223 -23.169
H 35.399 7.689 -19.196
H 35.191 6.063 -19.633
H 33.955 6.742 -18.567
H 34.516 7.276 -21.504
H 33.355 8.220 -20.531
H 32.135 6.017 -20.043
H 33.040 5.199 -21.230
H 32.470 6.719 -23.037
H 31.304 7.520 -22.052
H 29.849 4.900 -24.377
H 31.010 6.224 -24.708
H 28.287 6.687 -24.373
H 29.548 7.871 -24.084
H 27.673 6.827 -22.290
H 29.042 7.806 -21.815
H 28.858 4.784 -21.684
H 29.588 5.876 -20.656
H 30.326 3.475 -22.672
H 31.497 3.820 -21.490
H 32.999 4.365 -23.730
H 31.906 3.434 -24.638
H 33.706 1.941 -23.880
H 32.138 1.475 -23.148
H 33.606 2.165 -22.315
C 24.411 12.542 -28.478
C 25.037 12.555 -27.040
C 26.556 12.801 -26.970
C 27.020 13.085 -25.465
N 28.556 13.257 -25.305
C 29.513 12.166 -25.967
C 29.786 12.469 -27.440
C 29.976 13.956 -27.321
C 29.060 14.449 -26.204
C 28.927 13.570 -23.820
C 28.597 12.310 -23.012
C 29.723 11.889 -22.035
H 24.798 13.450 -28.939
H 23.348 12.298 -28.502
H 24.904 11.714 -28.988
H 24.913 11.569 -26.593
H 24.509 13.294 -26.439
H 26.862 13.607 -27.637
H 27.132 11.920 -27.253
H 26.707 12.279 -24.802
H 26.577 14.003 -25.078
H 30.407 12.286 -25.354
H 29.044 11.202 -25.771
H 30.629 11.935 -27.878
H 28.915 12.348 -28.084
H 31.040 14.027 -27.096
H 29.728 14.563 -28.192
H 29.683 15.096 -25.586
H 28.230 15.017 -26.624
H 28.288 14.414 -23.561
H 29.943 13.958 -23.742
H 28.419 11.442 -23.647
H 27.568 12.468 -22.691
H 30.691 11.718 -22.506
H 29.383 10.935 -21.632
H 29.939 12.516 -21.171
C 21.169 10.228 -24.735
C 20.402 8.965 -24.588
C 20.481 8.490 -23.123
C 21.791 7.522 -22.973
N 22.459 7.310 -21.574
C 23.613 6.279 -21.643
C 22.977 4.900 -21.800
C 21.625 5.014 -21.098
C 21.540 6.517 -20.614
C 22.841 8.696 -20.958
C 23.788 9.631 -21.717
C 23.991 10.920 -20.980
H 20.880 10.864 -25.572
H 22.240 10.166 -24.541
H 20.976 10.844 -23.857
H 20.715 8.222 -25.321
H 19.387 9.360 -24.610
H 19.566 7.922 -22.952
H 20.372 9.296 -22.398
H 22.560 7.958 -23.611
H 21.528 6.508 -23.275
H 24.115 6.276 -20.676
H 24.160 6.579 -22.537
H 23.495 4.098 -21.274
H 22.824 4.743 -22.868
H 21.614 4.350 -20.234
H 20.868 4.820 -21.858
H 21.902 6.491 -19.587
H 20.524 6.864 -20.803
H 23.248 8.313 -20.022
H 21.861 9.055 -20.644
H 23.498 9.992 -22.704
H 24.754 9.152 -21.879
H 24.779 11.554 -21.388
H 24.311 10.605 -19.987
H 23.025 11.423 -20.960
C 20.755 10.180 -29.020
C 20.764 8.912 -28.115
C 22.107 8.277 -27.682
C 22.752 7.727 -28.972
N 24.247 7.228 -28.868
C 24.689 6.394 -30.098
C 25.159 7.346 -31.101
C 25.414 8.649 -30.432
C 25.268 8.322 -28.934
C 24.278 6.364 -27.598
C 23.406 5.107 -27.622
C 23.483 4.293 -26.223
H 21.415 10.912 -28.554
H 19.813 10.699 -29.199
H 21.251 10.005 -29.974
H 20.179 8.118 -28.579
H 20.097 9.124 -27.278
H 22.095 7.501 -26.918
H 22.749 8.996 -27.173
H 22.840 8.425 -29.805
H 22.157 6.900 -29.361
H 25.585 5.874 -29.758
H 23.947 5.668 -30.430
H 25.980 6.793 -31.557
H 24.283 7.543 -31.720
H 26.313 9.154 -30.786
H 24.674 9.410 -30.682
H 26.152 7.983 -28.393
H 24.755 9.156 -28.457
H 24.068 6.958 -26.708
H 25.339 6.218 -27.398
H 23.715 4.438 -28.425
H 22.373 5.400 -27.810
H 23.433 5.046 -25.436
H 24.428 3.751 -26.246
H 22.729 3.526 -26.046
```

Atomic partial charges in e from the Mulliken method, atoms 1 to 6: number 1, N, carries 0.9786; number 2, O, carries -0.3183; number 3, O, carries -0.3103; number 4, O, carries -0.3432; number 5, C, carries -1.3196; number 6, C, carries -0.5351